1.
The following is a quantum chemistry calculation of a single C3H11N3 molecule at a distorted geometry, from OMol25.

```
! wB97M-V def2-TZVPD RIJCOSX def2/J DEFGRID3
* xyz 0 1
N -0.23392 -0.40184 -0.32413
N 1.93737 0.44595 -0.21004
N 0.14983 1.55276 0.95866
C 0.43068 0.83407 -0.21538
C -0.00957 -1.51226 0.60121
C -1.64852 -0.27363 -1.02479
H 2.52888 0.56720 0.60656
H 0.40790 -1.16722 1.55144
H 0.30524 2.55345 0.99906
H 0.69190 -2.20725 0.13471
H -2.43278 -0.45721 -0.28835
H -1.65139 -1.04905 -1.79187
H 2.31949 -0.13968 -0.94683
H 0.27911 1.46480 -1.09252
H -1.78996 0.70266 -1.49121
H -0.95524 -2.02436 0.79910
H -0.32900 1.11163 1.73439
*
```

As for the SMILES: CN(C)C(N)N. As for the LUMO energy: 1.07 eV. The calculation puts the HOMO energy at -7.792 eV. Its calculated total energy is -285.11211 a.u. The value obtained for the HOMO-LUMO gap is 8.9 eV. The largest force on an atom is 4.24 eV/A.

***

2.
The following is a quantum chemistry calculation of 2 unconnected molecules or ions with the total composition C2H7PSi at a distorted geometry, from OMol25.

```
! wB97M-V def2-TZVPD RIJCOSX def2/J DEFGRID3
* xyz 0 1
P 2.68015 -0.05701 0.07525
Si -1.66526 0.51014 0.00001
C -0.01947 -0.20390 0.70201
C 1.08516 -0.23838 -0.26907
H -1.83653 -0.45985 -1.12682
H -1.76140 1.94867 -0.36523
H -0.01960 -1.23566 1.13959
H 0.66995 -0.58239 -1.67578
H 3.21190 -0.44222 -1.08506
H -2.77959 0.44186 1.06940
H 0.43469 0.31874 1.53569
*
```

As for the LUMO energy: 0.33 eV. The calculation puts the HOMO energy at -9.346 eV. Its calculated total energy is -711.10483 a.u. The value obtained for the HOMO-LUMO gap is 9.7 eV. The largest force on an atom is 5.62 eV/A.

***

3.
The following is a quantum chemistry calculation of 5 unconnected molecules or ions with the total composition C28H58B2ClF6I2O21P4 at a distorted geometry, from OMol25.

```
! wB97M-V def2-TZVPD RIJCOSX def2/J DEFGRID3
* xyz -1 1
I -1.54181 1.50250 1.82755
I -2.13461 -2.75303 -0.73415
Cl -3.35926 2.46217 -3.68881
P 3.62287 0.48046 -9.02095
P -2.49904 7.66015 -0.10323
P 2.71265 -3.69784 6.70887
P -3.28020 -6.18948 6.24836
F 0.39864 -4.61586 -1.52728
F 0.66622 -3.90222 -3.57009
F 2.35255 -4.08692 -2.24655
F 3.24866 -1.22077 1.81314
F 4.15389 -1.54276 -0.10759
F 3.87927 0.47630 0.55107
O -4.64320 -5.84080 5.72888
O 2.13589 -0.81002 -0.05071
O 2.06374 0.96022 -9.16454
O -4.08943 7.92917 0.38095
O 1.20305 0.86513 -4.25908
O -2.36403 -5.38364 5.07619
O 3.36079 -0.38466 -7.61326
O -0.36196 1.66401 -0.79178
O -0.99008 7.77846 -0.87283
O -1.88168 8.50923 1.16154
O 4.47479 1.56909 -8.43658
O -2.76743 -7.62783 5.64898
O -0.86391 0.68602 -2.76879
O -2.46391 6.18658 0.15715
O 3.19578 -4.35043 5.24353
O 1.26199 -4.07694 6.62385
O -3.76685 -6.84299 7.72092
O 0.91808 -2.49695 -1.81066
O 2.70051 -3.13708 8.31685
O 3.87611 0.85759 -10.66436
O 2.95350 -2.15816 6.20911
C 0.38989 -1.51183 -2.72860
C -4.17518 0.12719 -2.19902
C 2.31940 -0.08912 -6.68633
C -3.79355 1.33944 -1.27268
C -1.02109 7.75529 -2.30918
C -1.25113 -0.08617 0.34398
C 0.14812 -0.08967 -2.14738
C 3.09554 -3.65900 4.00768
C 4.88953 0.08542 -11.31969
C 2.78260 1.15063 -2.27864
C -4.17216 -8.18675 7.87969
C -1.66037 -8.28511 6.25748
C 4.27398 -1.71033 5.90972
C -2.11378 9.91013 1.24423
C -1.89737 -4.07297 5.45145
C -0.01132 4.10705 -1.24762
C -0.49622 3.37539 -2.52031
C 1.21345 4.57627 -1.07158
C -2.77306 2.30815 -1.93798
C 3.31416 -0.72335 0.55857
C 1.04733 -0.01126 -9.39489
C -4.46997 8.15584 1.72247
C -3.18347 -1.11747 1.62253
C 1.04284 -3.73577 -2.30471
C 3.13922 -4.08232 9.30245
C 1.19382 0.20775 0.34291
C -2.10098 -1.09449 0.52439
C -0.04956 0.28512 -0.61371
B 1.41953 0.64550 -2.88369
B -1.19057 1.92389 -2.02573
H 0.63623 0.13022 -10.39621
H 1.59229 1.23232 0.38360
H -3.79106 7.67779 2.42622
H 4.99680 -2.53011 5.90739
H -1.94118 -9.31696 6.47013
H -4.74823 1.90650 -1.19935
H 0.87352 -0.05167 1.36630
H 3.24530 1.85924 -2.99464
H -3.33102 -8.79437 8.21935
H 4.96713 0.42263 -12.35157
H -0.79409 4.25968 -0.49358
H 4.04550 -3.17626 3.77778
H 0.38869 3.28011 -3.18189
H -3.57273 1.02158 -0.25021
H -2.74372 -3.41572 5.67167
H -1.16926 10.43916 1.10426
H 3.49158 0.29705 -2.23332
H 5.85638 0.22613 -10.82768
H 1.94258 4.74588 -1.86788
H 0.25121 0.13889 -8.66667
H 2.28435 -2.93462 4.00607
H 1.45282 -0.71883 -6.89307
H 4.62831 -0.97608 -11.31572
H 0.00050 7.82368 -2.67521
H -5.03970 0.36489 -2.82727
H -3.31061 -0.27338 -2.74047
H 2.50093 -4.97056 9.29225
H -5.46821 7.73690 1.84944
H -0.81943 -8.28836 5.56241
H 0.93817 1.78033 -4.41406
H 2.67933 -0.34916 -5.69516
H -1.35608 -7.80340 7.18997
H 2.74505 1.66900 -1.31477
H 4.26815 -1.24413 4.92520
H -0.55442 -1.82964 -3.21307
H 4.57508 -0.96474 6.64726
H -1.59265 8.60382 -2.69490
H -4.52095 -0.66623 -1.50206
H -2.86882 3.28532 -1.43108
H -3.93939 -0.34823 1.38791
H -1.33260 -3.65545 4.62149
H 2.04515 0.96086 -6.69927
H -4.92759 -8.20531 8.66545
H 1.11779 -1.50391 -3.56533
H -2.76649 -0.98717 2.62630
H 2.91117 -4.40126 3.23166
H -2.83475 10.25406 0.49799
H -1.46211 6.82113 -2.66670
H -1.24408 -4.13899 6.32185
H 1.42406 -1.03273 -9.29910
H 4.17625 -4.37495 9.12060
H -1.19728 4.09174 -2.98761
H -4.59905 -8.59569 6.96568
H -3.72023 -2.07775 1.56176
H 1.49190 4.87372 -0.05039
H 3.07471 -3.61358 10.28219
H -2.49893 10.14229 2.23729
H -4.53744 9.22818 1.91720
*
```

As for the LUMO energy: -0.54 eV. The calculation puts the HOMO energy at -4.997 eV. Its calculated total energy is -5751.54900 a.u. The value obtained for the HOMO-LUMO gap is 4.5 eV. The largest force on an atom is 7.93 eV/A.

***

4.
The following is a quantum chemistry calculation of a molecular structure, C18H30N6OPd, from OMol25.

```
! wB97M-V def2-TZVPD RIJCOSX def2/J DEFGRID3
* xyz 4 5
Pd -0.24662 0.56889 -0.33181
O -0.06024 -2.47456 -0.82617
N -2.05782 0.93717 -1.59245
N 0.00298 -4.71754 -1.38920
N -1.75606 1.07661 1.18337
N 0.70123 0.54583 1.65837
N 1.92720 0.83845 -0.51134
N 0.21119 2.61872 -1.16730
C -3.26213 0.91936 -0.70605
C -3.00952 1.58952 0.63012
C 2.25029 1.32476 -1.84652
C -0.48233 -6.02928 -1.06081
C 2.01999 0.36015 1.75293
C 2.62041 0.12920 2.98108
C -1.04950 3.22502 -1.65456
C -2.47898 1.25503 3.51247
C 1.81340 0.10069 4.11324
C 4.20842 0.60279 0.40952
C 0.44912 0.34886 3.99837
C 2.72427 0.58568 0.46016
C -0.08303 0.57646 2.73585
C -1.86410 2.18247 -2.39666
C -1.49605 0.95917 2.43336
C 1.26861 2.46775 -2.19941
C -0.41864 -3.59787 -0.59519
C 0.88650 -4.54459 -2.50852
H 4.59250 1.35815 1.10098
H -1.08937 -3.90194 0.21560
H -1.57904 3.63528 -0.79774
H -2.11541 0.97536 4.49527
H 1.26235 -3.52927 -2.54648
H -3.84712 1.38532 1.29937
H 0.37431 -6.65639 -0.76591
H 2.15272 0.50080 -2.55480
H 4.58537 -0.36477 0.75355
H 2.24993 -0.08108 5.08750
H 3.27903 1.68022 -1.89109
H 1.69473 -5.28130 -2.44112
H -0.89300 -6.49876 -1.96449
H -4.10684 1.38759 -1.21522
H 0.57500 3.13580 -0.37045
H 3.69116 -0.00419 3.06313
H -1.36234 1.89472 -3.32063
H -2.19614 0.17996 -2.25754
H -3.51730 -0.12800 -0.54195
H -2.83393 2.59583 -2.68120
H 0.33071 -4.78778 -3.42630
H 1.79088 3.42202 -2.29189
H -2.69203 2.32871 3.52454
H -0.17175 0.37159 4.88262
H -0.82272 4.06155 -2.32180
H -1.21857 -5.99762 -0.26272
H 0.79230 2.26844 -3.15634
H -3.42235 0.73535 3.33643
H -2.92937 2.67506 0.54741
H 4.60774 0.79062 -0.58157
*
```

As for the LUMO energy (alpha / beta): -12.65 / -15.34 eV. The calculation puts the HOMO energy (alpha / beta) at -21.591 / -21.723 eV. Its calculated total energy is -1233.91450 a.u. The value obtained for the HOMO-LUMO gap (alpha / beta) is 8.9 / 6.4 eV. The largest force on an atom is 0.98 eV/A.

***

5.
The following is a quantum chemistry calculation of 3 unconnected molecules or ions with the total composition C5H11NO3 at a distorted geometry, from OMol25.

```
! wB97M-V def2-TZVPD RIJCOSX def2/J DEFGRID3
* xyz 0 3
O -4.35770 1.40205 0.40952
O -5.33960 -0.39920 -0.50582
O 1.32205 1.61324 -0.87339
N 1.00743 0.53079 -0.50063
C -0.41732 0.25817 -0.44583
C -4.84010 0.49249 -0.03054
C -0.70784 -0.46255 0.89664
C 2.43841 -2.78762 1.36892
C -1.23490 1.55736 -0.54329
H -1.73738 -0.70946 1.14439
H -1.08468 2.11030 -1.47459
H 1.62174 -3.47994 1.61842
H 2.30439 -1.72233 1.60408
H -2.38500 1.48862 -0.47557
H -0.87992 2.28339 0.07434
H -0.16232 -1.47373 1.01176
H -0.35418 0.10003 1.83449
H 2.46652 -2.79362 0.28441
H -0.50098 -0.48999 -1.38431
H 3.34536 -3.19366 1.80107
*
```

As for the LUMO energy (alpha / beta): 0.44 / -0.67 eV. The calculation puts the HOMO energy (alpha / beta) at -7.813 / -11.918 eV. Its calculated total energy is -477.45832 a.u. The value obtained for the HOMO-LUMO gap (alpha / beta) is 8.3 / 11.2 eV. The largest force on an atom is 4.97 eV/A.